[1]
The following is a quantum chemistry calculation of a gas-phase ion, C6H11N4O (charge +1) at a distorted geometry, from the OMol25 dataset.

ORCA input file:
```
! wB97M-V def2-TZVPD RIJCOSX def2/J DEFGRID3
* xyz 1 1
C -1.71 -1.55 3.02
C -1.81 0.07 2.64
C -0.50 0.38 1.70
N 0.74 1.09 2.25
N 1.58 1.08 1.11
N 1.02 0.48 0.00
C 1.70 0.28 -1.34
C 0.52 0.76 -2.59
C 0.92 0.22 -4.18
O 1.04 1.78 -3.65
N -0.27 0.00 0.24
H -0.86 -2.08 2.38
H -2.70 -2.13 2.76
H -1.42 -1.73 4.14
H -2.81 0.31 2.09
H -1.77 0.68 3.66
H 2.64 0.95 -1.52
H 1.87 -0.87 -1.49
H -0.69 0.76 -2.26
H 1.77 0.59 -4.87
H 1.66 -0.54 -3.63
H -0.92 -0.50 -0.44
*
```

As for the orbital gap: 7.10 eV. As for the relative energy (zero: lowest compared OMol25 entry of this formula, charge and spin): 1237.79 kJ/mol. The structure (SMILES) is CCc1nnn(C[C@@H]2CO2)[nH+]1. The calculation puts the highest occupied orbital energy at -12.42 eV.


[2]
The following is a quantum chemistry calculation of 2 unconnected molecules or ions with the total composition C6H11N4O at a distorted geometry, from the OMol25 dataset.

ORCA input file:
```
! wB97M-V def2-TZVPD RIJCOSX def2/J DEFGRID3
* xyz 1 1
C -0.91 -1.08 -2.27
C -1.53 -0.99 -1.05
C -1.04 0.26 -0.51
C 2.38 1.38 0.56
C -2.34 -1.86 -0.24
C 2.47 -0.83 1.76
N -0.24 0.84 -1.35
N -0.12 0.07 -2.49
N 2.34 0.52 1.40
N 2.05 2.19 -0.30
O -1.35 0.76 0.64
H -1.12 -1.72 -3.00
H -3.13 -2.28 -0.76
H -1.79 -2.65 0.12
H -2.71 -1.29 0.61
H 3.49 -1.17 1.48
H 1.62 -1.34 1.29
H 2.35 -0.92 2.94
H 0.53 0.06 -3.21
H 2.27 3.10 -0.70
H 0.39 1.67 -1.26
H -0.90 1.57 1.11
*
```

As for the orbital gap: 10.10 eV. As for the relative energy (zero: lowest compared OMol25 entry of this formula, charge and spin): 173.41 kJ/mol. The calculation puts the highest occupied orbital energy at -13.04 eV.


[3]
The following is a quantum chemistry calculation of a molecular structure, C6H11N5PPd at a distorted geometry, from the OMol25 dataset.

ORCA input file:
```
! wB97M-V def2-TZVPD RIJCOSX def2/J DEFGRID3
* xyz 1 5
C -2.23 0.83 -1.51
C -1.61 -0.10 -2.44
C -0.31 0.34 -2.73
C -0.07 1.58 -2.07
C -1.23 1.93 -1.32
Pd -1.13 0.33 0.22
P -2.20 -0.95 1.70
H -3.27 0.91 -1.22
H -2.12 -0.96 -2.87
H 0.36 -0.10 -3.46
H -1.48 2.90 -0.89
H 0.80 2.22 -2.20
H -1.56 -2.12 2.22
H -3.47 -1.45 1.29
H -2.49 -0.21 2.88
N 3.25 -1.44 2.65
N 2.57 -0.60 1.78
N 3.10 -0.24 0.57
C 2.00 0.08 -0.11
N 0.88 -0.11 0.62
N 1.23 -0.67 1.79
H 2.76 -1.46 3.53
H 4.22 -1.15 2.73
H 2.01 0.43 -1.15
*
```

As for the orbital gap (alpha / beta): 7.59 / 5.25 eV. As for the relative energy (zero: lowest compared OMol25 entry of this formula, charge and spin): 0.00 kJ/mol. The calculation puts the highest occupied orbital energy (alpha / beta) at -9.86 / -12.11 eV.